A single C5H12OS molecule in a non-equilibrium geometry. Source: OMol25; level of theory: ωB97M-V/def2-TZVPD.

```
! RIJCOSX wB97M-V def2-TZVPD def2/J DEFGRID3
* xyz 0 1
C 1.77183 1.09891 2.62612
S 0.96880 2.24662 1.37649
C 0.52114 0.89974 0.24956
C -0.83112 0.85563 -0.34458
C -0.86227 -0.20840 -1.60598
C -1.09249 -1.68817 -1.03398
O -0.64288 -2.82642 -1.68874
H 1.34666 1.34836 3.55935
H 1.42977 0.03821 2.32672
H 2.85419 1.50095 2.79561
H 1.27150 1.03014 -0.64890
H 0.84005 -0.10893 0.66868
H -1.57792 0.27105 0.24333
H -1.30753 1.79080 -0.54580
H 0.18740 -0.16433 -1.98954
H -1.65072 0.14002 -2.43413
H -0.68405 -1.74478 -0.00541
H -2.15104 -1.92042 -0.94925
H -0.39131 -2.55896 -2.59955
*
```

Its strongest force on any atom is 4.32 eV/A. The calculated total energy is -18260.1047 eV.